No. 1
{"formula": "C28H46BrMnNOP2", "method": "the ωB97M-V functional and the def2-TZVPD basis", "elements": ["N", "C", "C", "C", "C", "C", "C", "Mn", "P", "C", "C", "C", "C", "C", "C", "C", "Br", "H", "H", "H", "H", "H", "H", "H", "H", "H", "H", "P", "C", "C", "H", "H", "H", "H", "H", "C", "C", "H", "H", "H", "H", "H", "C", "C", "H", "H", "H", "H", "H", "C", "C", "H", "H", "H", "H", "H", "C", "C", "H", "H", "H", "H", "H", "C", "C", "H", "H", "H", "H", "H", "C", "C", "C", "O", "H", "H", "H", "H", "H", "H"], "coordinates": [[-5.00320, -1.21070, 3.69961], [-4.23069, -0.22742, 4.17733], [-3.83357, 0.87318, 3.41121], [-4.29135, 1.00716, 2.06755], [-5.05728, -0.08236, 1.56791], [-5.42073, -1.12219, 2.43929], [-3.90219, 2.14804, 1.27686], [0.64204, 0.42782, -0.05853], [2.86165, 0.60371, -1.33010], [-3.97647, 2.24743, -0.10027], [-2.76562, 2.59657, -0.82840], [-2.50780, 2.04713, -2.10917], [-1.25385, 2.19806, -2.69259], [-0.24311, 2.85467, -1.98969], [-0.50689, 3.52863, -0.79001], [-1.74526, 3.33956, -0.18550], [1.25019, 3.56053, -3.09143], [-3.49753, 2.99497, 1.85230], [-4.83946, 1.94406, -0.69251], [-3.12402, 1.60625, 3.83160], [-5.33101, -0.14300, 0.52323], [-3.91792, -0.29643, 5.23047], [-6.08144, -1.91564, 2.08294], [-3.26755, 1.46924, -2.64040], [-1.91914, 3.74786, 0.80748], [-1.04297, 1.85233, -3.70655], [0.23850, 4.18141, -0.35420], [-0.22119, -2.10268, -0.29012], [3.29152, 2.21713, -0.59306], [4.09337, 3.26749, -1.34314], [3.84432, 1.96759, 0.32847], [2.34407, 2.68969, -0.27054], [4.29340, 4.08482, -0.63282], [5.05701, 2.91146, -1.72039], [3.50155, 3.69323, -2.16056], [2.34007, 0.45674, -3.07994], [3.41908, 0.65828, -4.13051], [1.55934, 1.21427, -3.23856], [1.84923, -0.52289, -3.19374], [2.93743, 0.92439, -5.08245], [4.10901, 1.47220, -3.87735], [4.00524, -0.25266, -4.31581], [4.22951, -0.58437, -1.08112], [5.67392, -0.08429, -1.27951], [4.03953, -1.41654, -1.78064], [4.10859, -0.98834, -0.05882], [6.35726, -0.93990, -1.14257], [5.83618, 0.31006, -2.29595], [5.95458, 0.68238, -0.54261], [0.66701, -3.45840, 0.61747], [2.18368, -3.46023, 0.41475], [0.24199, -4.43045, 0.32822], [0.43353, -3.33276, 1.68365], [2.61150, -4.42008, 0.74039], [2.45452, -3.31011, -0.63934], [2.65051, -2.66898, 1.01658], [-0.17108, -2.64684, -2.06564], [-1.15829, -1.87378, -2.93348], [-0.37274, -3.72836, -2.11260], [0.86463, -2.50451, -2.40866], [-1.10594, -2.22615, -3.96777], [-2.18491, -2.00943, -2.57886], [-0.94021, -0.80139, -2.93138], [-2.01209, -2.42354, 0.10574], [-2.35572, -2.74567, 1.55081], [-2.40605, -3.20677, -0.56193], [-2.51868, -1.49149, -0.18322], [-3.40601, -3.06043, 1.62290], [-1.73540, -3.54563, 1.98086], [-2.25904, -1.84285, 2.16897], [0.49667, 1.12879, 3.80857], [0.17161, -0.15530, 3.11406], [-0.40491, -1.22729, 4.00629], [0.35643, -0.30690, 1.87227], [1.35311, 0.95794, 4.48860], [-0.36017, 1.39163, 4.45332], [0.71522, 1.94012, 3.08519], [-1.49146, -1.07086, 4.14534], [-0.24240, -2.23494, 3.57969], [0.06834, -1.12429, 4.98249]], "atomic_forces_ev_per_a": [[-0.03, 0.34, 0.33], [0.16, 0.16, -0.36], [-0.03, 0.20, -0.47], [-1.19, -1.31, 0.96], [0.39, 0.24, 0.80], [0.32, 0.50, -0.53], [-0.28, 0.61, -1.09], [0.14, -1.03, -0.25], [-1.17, -0.76, 0.58], [-0.13, -0.16, 1.11], [0.57, 0.84, -0.17], [-0.04, 0.05, 0.46], [0.22, -0.23, 0.12], [0.42, 1.43, -1.29], [-0.16, -0.71, 0.27], [0.26, -0.30, -0.31], [-1.37, -0.10, 0.64], [0.95, -0.79, -0.31], [0.39, -1.02, 0.21], [-0.67, -0.21, -0.15], [-0.24, 0.16, 0.04], [-0.14, -0.11, -0.52], [0.26, 0.12, 0.10], [0.10, 0.31, 0.23], [0.02, 0.11, -0.35], [-0.20, -0.01, 0.33], [-0.01, 0.00, 0.03], [-0.54, -0.75, -0.86], [0.33, 0.59, -0.08], [0.26, 0.63, -0.03], [-0.28, -0.22, -0.16], [0.29, -0.22, -0.11], [0.07, -0.18, -0.31], [-0.20, -0.05, 0.07], [0.57, -0.21, 0.29], [-0.09, 0.48, -0.07], [0.29, -0.02, -0.63], [0.24, -0.53, 0.18], [0.23, 0.16, 0.24], [0.22, -0.09, 0.21], [-0.16, -0.15, -0.04], [-0.10, 0.27, 0.17], [0.23, -0.29, 0.26], [0.09, -0.04, -0.11], [-0.07, 0.24, 0.27], [0.11, 0.11, -0.44], [-0.26, 0.39, -0.05], [-0.07, -0.10, 0.42], [-0.12, -0.19, -0.27], [-0.01, 0.26, 0.16], [0.13, 0.01, 0.04], [-0.10, 0.35, -0.13], [0.08, -0.03, -0.25], [-0.12, 0.35, -0.12], [0.00, -0.09, 0.25], [-0.03, -0.13, -0.20], [0.33, -0.18, 0.41], [0.00, -0.05, -0.06], [0.02, 0.28, 0.07], [-0.24, -0.05, -0.04], [-0.05, 0.09, 0.14], [0.14, 0.03, -0.14], [0.00, 0.02, 0.00], [-0.04, 0.32, -0.32], [-0.13, 0.13, 0.40], [0.39, 0.15, 0.12], [-0.10, -0.23, 0.02], [0.34, 0.06, -0.02], [-0.24, 0.22, -0.17], [-0.02, -0.29, -0.07], [-0.06, 0.27, -0.34], [-0.09, 0.12, -0.86], [0.40, -0.32, -0.76], [-0.35, 0.38, 2.34], [-0.30, 0.11, -0.33], [0.35, 0.02, -0.21], [-0.06, -0.44, 0.54], [0.42, 0.09, -0.17], [-0.13, 0.56, 0.31], [-0.07, -0.17, 0.04]], "mulliken_spin": [0.0050, -0.0026, 0.0045, -0.0007, 0.0046, -0.0021, 0.0238, 4.8549, 0.0822, -0.0296, 0.0114, 0.0028, -0.0122, 0.0300, 0.0031, -0.0200, 0.0011, 0.0003, 0.0000, 0.0005, 0.0003, 0.0000, -0.0001, 0.0011, 0.0009, 0.0022, 0.0062, 0.0403, -0.0025, 0.0116, 0.0085, -0.0149, -0.0001, 0.0001, -0.0016, 0.0005, 0.0043, -0.0116, 0.0019, -0.0003, 0.0000, -0.0003, -0.0149, 0.0010, -0.0005, 0.0000, 0.0000, -0.0002, -0.0002, 0.0117, 0.0114, -0.0012, 0.0001, -0.0001, -0.0011, 0.0008, -0.0193, 0.0106, -0.0017, 0.0028, 0.0003, 0.0005, 0.0016, -0.0082, 0.0017, 0.0052, -0.0058, -0.0001, 0.0003, 0.0000, 0.0021, 0.0071, 0.0023, -0.0101, 0.0014, -0.0001, -0.0020, 0.0008, -0.0012, 0.0015], "total_energy_ha": -5631.64965, "homo_ev": [-13.006, -13.024], "lumo_energy_ev": [-6.226, -6.333], "multiplicity": 6, "orbital_gap_ev": [6.781, 6.691], "total_charge": 2}

No. 2
{"formula": "C28H46BrN3NiP2S", "method": "the ωB97M-V functional and the def2-TZVPD basis", "elements": ["N", "C", "C", "C", "C", "C", "C", "Ni", "P", "C", "C", "C", "C", "C", "C", "C", "Br", "H", "H", "H", "H", "H", "H", "H", "H", "H", "H", "P", "C", "C", "H", "H", "H", "H", "H", "C", "C", "H", "H", "H", "H", "H", "C", "C", "H", "H", "H", "H", "H", "C", "C", "H", "H", "H", "H", "H", "C", "C", "H", "H", "H", "H", "H", "C", "C", "H", "H", "H", "H", "H", "S", "C", "N", "C", "C", "N", "H", "H", "H", "H", "H", "H"], "coordinates": [[-6.69546, 4.77741, -4.28528], [-6.38126, 5.25977, -3.08959], [-5.29576, 4.77000, -2.34736], [-4.48176, 3.71841, -2.84215], [-4.89963, 3.20165, -4.10885], [-5.98675, 3.77706, -4.80432], [-3.36589, 3.19185, -2.08354], [1.33113, 2.00114, -0.35000], [3.86549, -0.75124, 0.31385], [-2.47428, 2.27821, -2.56636], [-1.66256, 1.46738, -1.70219], [-0.48149, 0.86704, -2.13757], [0.44329, 0.29780, -1.26241], [-0.19123, -0.32477, -0.02210], [-1.27344, 0.49060, 0.49744], [-2.01450, 1.27533, -0.33162], [1.41482, -0.62728, 1.46719], [-3.28263, 3.59245, -1.07846], [-2.38680, 2.18944, -3.65728], [-5.09738, 5.26906, -1.40641], [-4.39337, 2.34622, -4.55370], [-7.03224, 6.05603, -2.72454], [-6.27921, 3.39529, -5.79791], [-0.24777, 0.95595, -3.18485], [-2.93969, 1.70228, 0.07663], [1.22394, -0.22917, -1.75743], [-1.49737, 0.37868, 1.53646], [-0.88043, -1.93827, -0.11949], [3.83116, 1.03293, 0.58387], [5.09474, 1.77379, 0.27202], [3.54625, 1.23055, 1.62357], [2.99594, 1.45439, -0.06060], [4.97906, 2.78682, 0.64300], [5.94912, 1.34717, 0.79382], [5.30467, 1.84646, -0.78570], [3.82324, -1.30983, -1.42094], [4.93452, -2.22679, -1.93754], [3.77162, -0.42350, -2.07989], [2.88572, -1.82748, -1.52555], [4.74804, -2.39810, -2.99800], [5.91852, -1.74747, -1.85528], [4.93940, -3.19613, -1.44183], [4.13478, -2.13871, 1.44095], [5.19435, -1.96576, 2.50527], [4.27636, -3.10084, 0.91218], [3.12897, -2.19498, 1.94722], [4.91856, -2.57181, 3.36405], [6.16819, -2.33584, 2.16922], [5.27321, -0.92955, 2.82366], [-0.98370, -2.69344, 1.54181], [-1.39337, -4.15770, 1.35701], [-1.71658, -2.09423, 2.13424], [-0.01964, -2.60362, 2.07963], [-2.44783, -4.31823, 1.58252], [-1.23329, -4.45957, 0.31713], [-0.79662, -4.83779, 1.97837], [0.32269, -2.72660, -1.18447], [-0.22834, -2.74163, -2.60983], [0.61966, -3.74149, -0.84994], [1.22769, -2.10242, -1.10048], [-1.23999, -3.19282, -2.62254], [-0.31575, -1.72442, -3.04961], [0.40841, -3.33540, -3.29400], [-2.59058, -2.03255, -0.71044], [-3.63598, -1.81236, 0.36470], [-2.78819, -2.99146, -1.20551], [-2.70222, -1.30802, -1.51262], [-4.45781, -1.17114, 0.04350], [-4.08362, -2.76378, 0.67890], [-3.23740, -1.35140, 1.26737], [1.01100, 2.94177, 1.78715], [0.67772, 2.07476, 3.24459], [1.56554, 1.94279, 4.26176], [1.12701, 1.01640, 5.29673], [-0.27683, 0.62172, 4.83464], [-0.44480, 1.39757, 3.61152], [2.46553, 2.37620, 4.25149], [1.13758, 1.48680, 6.29448], [1.77962, 0.13862, 5.32466], [-1.02674, 0.89320, 5.58359], [-0.35444, -0.46456, 4.65074], [-1.22301, 1.24122, 3.00125]], "atomic_forces_ev_per_a": [[-0.40, 0.00, -0.51], [0.60, -0.69, -0.08], [0.11, 0.03, -0.31], [-1.78, 0.97, -1.55], [-0.09, 0.41, 0.27], [0.92, -0.35, 0.85], [0.69, -0.74, -0.53], [-1.02, -0.02, 0.27], [0.94, -0.80, -1.56], [-1.39, 1.25, -0.10], [0.90, -0.65, -0.16], [-1.75, 2.08, -0.08], [-0.47, -1.37, 1.85], [0.21, 2.33, -1.21], [0.09, 0.86, -0.30], [0.07, 0.20, 0.52], [-0.89, 0.15, 0.36], [-0.09, -0.43, 0.22], [-0.12, -0.40, 0.47], [0.21, -0.22, 0.12], [-0.07, 0.19, 0.09], [0.33, -0.17, 0.07], [0.13, 0.27, 0.64], [0.38, 0.28, -0.24], [0.47, 0.03, -0.28], [0.58, -0.72, -0.07], [-0.62, -0.42, 0.13], [0.62, -1.99, 1.51], [-0.10, 0.20, 0.25], [0.65, 0.43, 0.17], [-0.17, -0.22, -0.22], [0.74, -0.74, 0.45], [0.02, 0.26, 0.00], [0.10, -0.04, -0.10], [0.13, -0.17, -0.27], [0.22, 0.72, -0.37], [0.35, 0.29, 0.09], [-0.07, -0.17, 0.44], [-0.38, -0.21, -0.21], [0.01, -0.07, 0.03], [-0.22, -0.25, 0.08], [0.11, 0.05, 0.07], [-1.26, -0.31, 0.99], [0.57, -0.22, 0.17], [-0.12, 0.75, -0.25], [1.11, -0.37, -0.38], [0.02, 0.03, 0.15], [-0.10, 0.35, 0.01], [0.16, 0.04, 0.14], [0.30, 0.38, 0.53], [-0.14, -0.36, -0.01], [0.57, -0.59, -0.41], [-0.63, -0.12, -0.57], [0.10, -0.03, 0.00], [-0.08, -0.26, 0.14], [-0.21, 0.28, -0.12], [0.42, -0.97, -0.29], [-0.16, -0.17, -0.97], [-0.42, 0.48, -0.12], [-0.59, -0.38, 0.03], [0.65, 0.15, -0.19], [0.04, -0.58, 0.38], [-0.30, 0.30, 0.43], [-0.11, 0.20, -0.87], [-0.68, -0.08, 0.86], [0.47, 0.02, 0.21], [0.11, 0.26, -0.13], [0.17, -0.07, -0.24], [0.14, 0.21, -0.10], [-0.12, 0.11, -0.12], [-0.45, 0.34, 0.79], [0.24, -0.89, 0.55], [-0.83, 0.00, -1.04], [0.37, -0.03, 0.63], [-0.36, -0.18, 0.38], [0.86, 0.45, -0.50], [0.22, 0.22, -0.12], [-0.05, -0.15, -0.47], [0.03, 0.19, 0.05], [0.02, -0.03, -0.21], [0.02, 0.46, -0.07], [0.07, 0.41, -0.07]], "mulliken_spin": [0.0010, -0.0004, 0.0012, 0.0002, 0.0015, -0.0005, 0.0078, 0.9422, 0.6437, -0.0078, -0.0024, -0.0025, 0.0457, 0.0071, -0.0350, 0.0194, 0.1876, 0.0005, 0.0003, 0.0001, 0.0003, 0.0000, 0.0000, -0.0042, -0.0011, -0.0122, -0.0004, -0.0379, 0.0342, -0.0012, 0.0122, 0.0055, -0.0007, 0.0113, 0.0011, 0.0589, 0.0304, -0.0048, -0.0096, 0.0053, -0.0078, 0.0003, 0.0159, 0.0021, -0.0086, 0.0355, -0.0013, 0.0016, 0.0084, 0.0148, 0.0011, -0.0009, 0.0036, 0.0001, -0.0001, 0.0001, -0.0119, 0.0010, 0.0030, 0.0216, 0.0003, -0.0012, -0.0001, 0.0046, -0.0006, 0.0006, -0.0026, 0.0000, -0.0004, -0.0005, 0.0127, -0.0004, 0.0015, -0.0005, 0.0037, 0.0064, 0.0016, 0.0000, 0.0008, 0.0001, 0.0009, -0.0021], "total_energy_ha": -6421.28576, "homo_ev": [-11.748, -11.874], "lumo_energy_ev": [-6.337, -6.620], "multiplicity": 3, "orbital_gap_ev": [5.411, 5.255], "de_lowest_kcal_mol": 39.13, "total_charge": 2}